DFT (ωB97M-V/def2-TZVPD) results for a structure of composition C58H43Cl2F5N3O3P2S2V at a distorted geometry.

Calculated values
LUMO level (spin up / spin down) in hartree: -0.102 / -0.159
Multiplicity: 4
Kohn-Sham gap (spin up / spin down) in eV: 6.87 / 5.71
Charge: +1

Geometry as XYZ:
```
119
Properties=species:S:1:pos:R:3:forces:R:3:mulliken_charge:R:1
V -0.3878 -0.0428 0.2208 2.472 5.327 -0.556 1.50
N -2.4459 0.5967 -3.7245 0.269 -0.365 0.040 0.33
C -3.0136 1.8651 -3.8525 -0.216 0.498 -0.119 -0.21
C -3.8492 2.1515 -4.9232 0.081 -0.125 -0.001 -0.95
C -4.3720 3.4251 -5.0816 0.023 0.084 0.076 -0.71
C -4.0580 4.4236 -4.1720 -0.089 0.023 -0.050 -0.76
C -3.2484 4.1353 -3.0852 0.044 0.002 0.088 -0.77
C -2.7352 2.8598 -2.9223 -0.028 -0.261 0.008 0.70
S -1.8183 2.4624 -1.4661 -0.476 0.709 -0.086 0.19
N -1.1507 0.9808 -1.8060 0.156 -0.817 -0.285 -0.08
C -1.4779 0.2592 -2.8303 -0.329 0.837 0.242 1.01
C -0.7780 -1.0179 -3.0725 0.267 -0.783 -0.268 -0.38
C -0.8635 -1.6716 -4.3029 -0.133 0.218 0.119 -1.07
C -0.3154 -2.9347 -4.4351 0.041 -0.114 0.051 -0.75
C 0.3050 -3.5085 -3.3406 -0.107 0.121 -0.081 -1.36
C 0.4152 -2.7495 -2.1844 -0.060 -0.225 0.056 -0.30
N -0.0887 -1.5337 -2.0571 0.027 0.437 -0.147 0.41
H -2.6813 -0.0764 -4.4320 -0.037 -0.007 0.035 0.28
H -4.0926 1.3738 -5.6377 0.033 -0.020 -0.009 0.46
H -5.0212 3.6385 -5.9194 0.011 -0.016 -0.012 0.43
H -4.4490 5.4230 -4.3016 -0.023 0.000 0.015 0.43
H -3.0293 4.8988 -2.3490 0.047 0.020 -0.003 0.49
H -1.3330 -1.2062 -5.1587 0.011 -0.042 -0.015 0.53
H -0.3948 -3.4695 -5.3716 0.021 0.022 -0.020 0.46
H 0.6913 -4.5165 -3.3795 0.059 0.010 0.024 0.49
H 0.9132 -3.1522 -1.3123 -0.041 0.006 -0.010 0.71
C -2.0168 1.7481 7.3665 0.013 0.009 -0.069 -1.81
C -1.5580 2.4936 6.1015 -0.032 0.080 0.082 1.73
C -1.3161 3.9787 6.4330 0.009 -0.084 -0.036 -1.76
C -0.2627 1.8817 5.5907 -0.153 0.041 -0.038 0.72
C 0.8611 1.8782 6.4045 0.006 -0.023 -0.059 -0.42
C 2.0767 1.3981 5.9549 0.110 0.001 0.035 -1.90
C 2.1830 0.9058 4.6698 -0.100 -0.009 0.024 -0.15
C 1.0729 0.8483 3.8334 -0.341 0.093 -0.155 0.45
P 1.3216 0.2217 2.1028 0.893 -0.076 1.182 0.84
C 2.7313 1.3595 1.7649 -0.028 -0.029 -0.220 1.85
C 2.4281 2.7118 1.9533 0.033 -0.059 0.028 -1.51
C 3.3729 3.6939 1.7149 -0.046 0.012 0.014 -0.64
C 4.6450 3.3399 1.2866 0.004 0.007 0.002 -0.88
C 4.9595 2.0025 1.1093 0.092 0.034 -0.030 -0.64
C 4.0106 1.0147 1.3443 -0.096 -0.074 0.018 -0.23
C 1.9295 -1.4676 2.5077 -0.067 0.007 -0.253 1.37
C 3.1426 -1.7438 3.1291 0.025 -0.039 -0.027 -0.43
C 3.4869 -3.0500 3.4461 0.090 0.075 0.045 -0.95
C 2.6335 -4.0968 3.1403 -0.071 -0.055 0.010 -0.74
C 1.4288 -3.8361 2.5022 -0.021 -0.032 0.030 -1.29
C 1.0820 -2.5327 2.1877 0.062 0.165 -0.032 -0.24
C -0.1374 1.3558 4.3055 0.353 -0.055 0.167 -0.87
O -1.1702 1.3370 3.4189 0.079 0.076 0.177 -0.10
C -2.3824 1.8519 3.7958 -0.492 0.204 -0.066 -1.44
C -3.3672 1.7319 2.8130 0.470 0.099 -0.079 0.31
C -4.6471 2.1870 3.0857 0.109 -0.028 0.032 -0.50
C -4.9157 2.7704 4.3154 -0.132 0.042 0.020 -1.59
C -3.9277 2.8634 5.2769 -0.021 -0.013 -0.045 -0.19
C -2.6357 2.4021 5.0402 0.190 -0.101 -0.058 1.02
P -2.8202 0.7052 1.3906 -0.724 -0.167 0.187 2.50
C -4.1802 0.9279 0.1953 0.112 0.089 -0.115 0.38
C -4.5452 -0.1261 -0.6424 0.126 0.027 0.008 -0.66
C -5.4867 0.0797 -1.6414 0.004 -0.018 -0.094 -1.01
C -6.0727 1.3253 -1.8086 -0.019 0.039 -0.079 -0.62
C -5.7056 2.3815 -0.9871 0.030 -0.031 -0.033 -1.09
C -4.7487 2.1880 -0.0039 0.032 -0.038 -0.069 -0.68
C -3.2553 -0.8750 2.2227 0.062 -0.027 0.002 0.75
C -2.2519 -1.5808 2.8791 -0.150 0.066 -0.020 -0.07
C -2.5372 -2.7742 3.5198 0.046 0.018 0.071 -0.87
C -3.8369 -3.2564 3.5352 -0.023 -0.038 0.017 -0.80
C -4.8510 -2.5300 2.9292 -0.055 0.028 -0.021 -0.92
C -4.5654 -1.3400 2.2785 0.121 0.013 0.049 -0.77
H -1.2326 1.7562 8.1224 -0.013 0.010 0.038 0.40
H -2.2609 0.7110 7.1348 0.001 -0.013 0.007 0.38
H -2.8990 2.2245 7.7934 -0.018 -0.011 0.012 0.42
H -0.5717 4.0848 7.2216 0.004 0.014 0.024 0.40
H -2.2397 4.4473 6.7715 0.002 0.021 0.021 0.42
H -0.9615 4.5128 5.5508 -0.003 0.026 0.002 0.37
H 0.7933 2.2835 7.4048 -0.022 0.006 0.025 0.44
H 2.9459 1.4311 6.5970 0.015 -0.003 -0.002 0.44
H 3.1495 0.5970 4.3056 0.011 0.003 0.027 0.34
H 1.4390 2.9944 2.2918 0.045 0.045 0.090 0.64
H 3.1116 4.7347 1.8565 0.003 0.008 0.017 0.52
H 5.3885 4.1051 1.1059 0.018 -0.004 -0.011 0.42
H 5.9557 1.7200 0.7935 -0.005 -0.029 -0.006 0.48
H 4.2901 -0.0176 1.2089 -0.026 -0.097 -0.040 -0.06
H 3.8394 -0.9522 3.3609 0.041 -0.030 -0.033 0.21
H 4.4312 -3.2439 3.9372 0.019 -0.017 -0.015 0.46
H 2.8997 -5.1115 3.4044 0.030 -0.012 -0.021 0.44
H 0.7505 -4.6418 2.2517 0.003 -0.008 0.006 0.53
H 0.1441 -2.3516 1.6780 -0.011 -0.063 0.002 0.52
H -5.4391 2.0760 2.3589 0.005 -0.009 0.034 0.62
H -5.9089 3.1440 4.5251 -0.013 -0.037 0.026 0.43
H -4.1721 3.2903 6.2406 0.029 0.045 0.009 0.43
H -4.0759 -1.0967 -0.5147 -0.024 -0.024 -0.014 0.51
H -5.7660 -0.7348 -2.2985 0.005 -0.040 0.048 0.47
H -6.8036 1.4817 -2.5909 -0.048 -0.022 0.006 0.45
H -6.1607 3.3539 -1.1208 0.028 0.037 0.000 0.45
H -4.4314 3.0256 0.6051 -0.029 0.005 -0.015 0.67
H -1.2430 -1.1879 2.8888 0.007 -0.075 -0.003 0.22
H -1.7416 -3.3306 3.9991 0.004 0.011 0.040 0.52
H -4.0639 -4.1910 4.0304 0.005 -0.016 0.001 0.42
H -5.8708 -2.8908 2.9592 -0.004 -0.013 0.009 0.45
H -5.3612 -0.7696 1.8174 -0.031 -0.073 -0.019 0.44
F 5.2324 2.7460 -3.4706 0.040 -0.034 -0.010 -0.32
C 4.1389 2.9074 -2.7442 -0.202 0.089 0.097 0.55
C 3.3485 1.8173 -2.4127 -0.087 -0.124 0.052 -0.49
F 3.6792 0.5924 -2.8145 0.086 0.042 -0.090 -0.32
C 2.2122 2.0253 -1.6626 -0.143 0.206 0.264 -1.01
F 1.4459 0.9718 -1.3258 0.453 -0.200 -0.182 0.71
C 1.8026 3.2811 -1.2149 0.168 -0.073 -0.196 1.51
S 0.3862 3.4431 -0.2464 0.020 0.024 0.209 -0.06
C 2.6223 4.3589 -1.5676 -0.187 -0.162 -0.009 0.02
F 2.3055 5.5827 -1.1669 0.065 0.079 -0.018 -0.45
C 3.7676 4.1765 -2.3182 0.095 0.056 -0.075 0.34
F 4.5260 5.2166 -2.6500 0.021 0.025 0.039 -0.31
O -1.2796 -1.2921 0.1356 -3.087 -4.772 0.286 0.36
O -2.0560 -2.3254 -0.0870 -0.219 -0.446 -0.231 -0.75
Cl 2.7068 -1.4052 -0.5737 0.556 -0.177 -0.158 0.11
C 3.8705 -2.7523 -0.6040 0.022 -0.011 0.044 -0.60
Cl 5.3591 -2.4138 0.2879 -0.070 0.047 0.004 -0.14
H 4.1481 -2.9156 -1.6387 -0.084 -0.027 -0.004 0.49
H 3.3978 -3.6243 -0.1628 -0.001 0.055 0.017 0.29
```
Forces are in eV/Å.

DFT (ωB97M-V/def2-TZVPD) results for a structure of composition C58H45ClFNO35S at a distorted geometry.

Calculated values
LUMO level in hartree: -0.062
Kohn-Sham gap in eV: 7.54
Charge: 0

Geometry as XYZ:
```
142
Properties=species:S:1:pos:R:3:forces:R:3:mulliken_charge:R:1
C -5.2106 0.5448 -1.7821 0.111 0.018 0.659 -1.81
C -3.9521 1.0825 -1.1274 -0.304 0.659 -0.841 1.10
C -3.4734 2.3426 -1.8945 0.441 -0.429 -0.105 -1.27
N -2.0195 2.2405 -2.2219 -0.481 -0.789 0.136 0.17
Cl -1.2295 3.7489 -2.4709 -0.024 0.272 0.065 -0.11
S -1.6726 1.3568 -3.6021 1.104 1.517 -0.898 1.14
O -0.3041 1.0090 -3.5314 0.031 -0.526 0.392 -0.77
O -2.1338 1.9966 -4.7754 -0.641 -0.113 -0.164 -0.65
F -2.5328 0.1046 -3.4001 -0.250 -0.350 0.509 -0.20
O -4.3008 1.4046 0.1925 0.241 -0.249 0.301 -0.52
C -3.2288 1.3010 1.1131 -0.295 0.092 0.131 -1.03
C -2.9142 -0.0899 1.5982 0.194 -0.068 0.239 1.17
C -3.2006 -1.2579 0.9143 0.223 -0.150 -0.172 0.49
C -2.8420 -2.5031 1.4167 0.231 0.226 0.117 -1.46
C -2.1868 -2.5939 2.6352 -0.243 0.192 -0.256 -0.52
C -1.9290 -1.4311 3.3474 0.162 0.014 0.231 -0.53
C -2.2859 -0.1948 2.8397 -0.121 -0.374 -0.357 -1.01
H -5.9546 1.3328 -1.7815 -0.212 0.191 -0.208 0.44
H -5.5975 -0.2361 -1.1388 -0.108 -0.356 -0.062 0.25
H -5.0308 0.1817 -2.7834 -0.028 -0.069 -0.260 0.37
H -3.1468 0.3604 -1.1935 0.117 -0.246 0.360 0.48
H -4.0544 2.4657 -2.8020 -0.093 0.260 -0.250 0.48
H -3.5815 3.2167 -1.2734 -0.091 0.217 0.216 0.49
H -3.5308 1.8725 1.9839 -0.136 0.223 0.140 0.54
H -2.3445 1.8025 0.7263 0.279 -0.041 -0.177 0.29
H -3.7080 -1.2390 -0.0300 -0.227 0.097 -0.205 0.08
H -3.0590 -3.3891 0.8448 -0.089 -0.163 -0.096 0.41
H -1.8881 -3.5560 3.0145 0.075 -0.175 0.172 0.47
H -1.4358 -1.4981 4.3022 0.048 0.035 0.097 0.83
H -2.0815 0.6989 3.4035 0.080 0.227 0.184 0.48
C -3.8059 6.9913 1.4352 -0.086 0.108 0.110 -0.83
C -3.0912 6.0517 0.8024 -0.154 0.196 -0.080 0.24
C -2.3097 5.0058 1.5514 0.062 -0.068 0.381 1.05
O -1.7061 4.1777 0.8938 -0.016 0.010 -0.184 -0.51
C -2.3176 5.0402 3.0004 0.076 -0.121 -0.088 -1.12
C -3.0296 5.9821 3.6350 0.162 -0.210 0.036 0.37
C -3.8321 7.0146 2.8865 -0.055 0.081 -0.418 1.10
O -4.4618 7.8198 3.5441 0.016 -0.001 0.218 -0.62
O -3.0883 6.0825 4.9528 -0.066 0.075 0.022 -0.58
O -3.0158 5.9619 -0.5180 0.032 -0.124 0.040 -0.64
H -4.3724 7.7449 0.9072 0.001 -0.012 -0.025 0.45
H -1.7402 4.2938 3.5276 -0.005 0.011 0.026 0.48
H -3.6714 6.8429 5.1412 -0.047 0.050 0.012 0.36
H -2.4344 5.1994 -0.7103 0.078 0.032 -0.042 0.23
C -3.8841 -7.9713 3.6655 0.062 -0.159 0.001 -0.88
C -4.2684 -6.7587 3.2363 0.036 -0.178 0.179 0.52
C -4.2769 -6.4089 1.7681 0.068 -0.160 -0.290 0.92
O -4.6581 -5.2999 1.4444 -0.021 0.105 0.131 -0.48
C -3.8298 -7.4099 0.8159 -0.037 0.124 -0.016 -1.19
C -3.4429 -8.6162 1.2514 -0.028 0.151 -0.232 0.34
C -3.4589 -8.9765 2.7124 -0.094 0.191 0.347 1.06
O -3.1077 -10.1013 3.0161 0.072 -0.126 -0.145 -0.63
O -3.0223 -9.5798 0.4465 0.020 -0.081 0.052 -0.58
O -4.6626 -5.8103 4.0658 -0.002 0.107 -0.083 -0.52
H -3.8765 -8.2368 4.7130 -0.022 0.028 0.014 0.46
H -3.8256 -7.1425 -0.2312 0.000 -0.018 -0.008 0.46
H -2.8116 -10.3394 1.0226 0.006 -0.054 0.044 0.36
H -4.8876 -5.0011 3.5593 -0.059 0.015 0.023 0.29
C 2.7373 -3.6593 -3.6541 -0.067 0.063 0.017 -1.19
C 3.9804 -3.6922 -4.1553 -0.220 -0.154 0.115 0.55
C 4.6285 -2.4733 -4.7586 -0.261 0.295 -0.156 0.67
O 5.7749 -2.5788 -5.1701 0.141 -0.248 0.157 -0.69
C 3.8708 -1.2527 -4.8092 0.318 -0.024 -0.179 -0.43
C 2.6274 -1.2057 -4.3053 0.127 0.131 -0.050 0.43
C 1.9775 -2.4169 -3.6814 0.056 -0.282 0.062 0.96
O 0.8554 -2.3005 -3.2311 -0.057 0.142 -0.051 -0.58
O 1.9359 -0.0935 -4.3288 -0.309 0.046 0.024 -0.43
O 4.7350 -4.7825 -4.1607 0.096 0.018 -0.046 -0.60
H 2.2658 -4.5284 -3.2181 0.020 -0.013 0.006 0.44
H 4.3387 -0.3857 -5.2547 -0.044 0.049 0.036 0.48
H 1.0422 -0.2050 -3.9415 0.259 -0.093 -0.004 0.32
H 5.5801 -4.5237 -4.5746 0.060 0.020 -0.016 0.35
C -8.2180 -1.2109 1.9121 0.116 0.020 -0.076 -1.24
C -9.2472 -1.6242 2.6629 0.076 0.156 -0.207 0.36
C -9.0682 -2.6195 3.7772 0.303 -0.194 0.126 0.97
O -10.0512 -2.9268 4.4230 -0.172 0.071 -0.054 -0.62
C -7.7391 -3.1565 4.0171 -0.104 -0.071 0.090 -0.78
C -6.7128 -2.7466 3.2619 -0.035 -0.267 0.264 0.12
C -6.8858 -1.7335 2.1649 -0.317 0.227 -0.087 0.94
O -5.8943 -1.3992 1.5499 -0.078 -0.099 -0.022 -0.19
O -5.4706 -3.1975 3.4248 -0.015 0.296 -0.160 -0.59
O -10.4901 -1.1959 2.4937 -0.051 -0.049 0.078 -0.59
H -8.3332 -0.4924 1.1130 -0.019 0.012 0.008 0.49
H -7.6235 -3.8821 4.8103 0.019 0.005 0.003 0.51
H -4.9088 -2.7542 2.7512 0.071 -0.003 -0.004 0.12
H -11.0276 -1.6508 3.1693 -0.037 -0.023 0.049 0.36
C 0.4041 -3.7455 9.2170 0.053 0.016 0.154 -0.92
C 0.0047 -3.7027 7.9390 0.039 -0.163 0.193 0.29
C -0.0707 -2.4100 7.1708 0.071 0.373 0.099 0.95
O -0.4273 -2.4677 6.0075 0.000 -0.234 0.042 -0.54
C 0.2780 -1.1789 7.8509 -0.054 -0.012 -0.169 -1.01
C 0.6747 -1.2203 9.1304 -0.049 0.164 -0.200 0.36
C 0.7744 -2.5159 9.8930 -0.081 -0.394 -0.093 1.01
O 1.1600 -2.4601 11.0444 0.036 0.190 0.088 -0.62
O 1.0089 -0.1431 9.8217 0.028 -0.035 0.091 -0.57
O -0.3510 -4.7789 7.2538 -0.017 0.039 -0.088 -0.58
H 0.4638 -4.6679 9.7767 -0.001 -0.018 -0.022 0.43
H 0.2057 -0.2552 7.2946 0.019 0.016 0.019 0.47
H 1.2571 -0.4587 10.7118 0.025 -0.022 0.061 0.36
H -0.5912 -4.4664 6.3613 -0.018 0.017 -0.066 0.33
C 5.9664 -1.0202 0.1939 0.006 0.028 0.144 -0.83
C 5.8840 -0.8689 -1.1352 0.015 -0.188 0.228 0.49
C 5.6234 0.4791 -1.7629 -0.123 0.365 0.210 0.82
O 5.5710 0.5625 -2.9781 0.176 -0.379 0.006 -0.04
C 5.4336 1.6206 -0.8909 -0.013 -0.012 -0.160 -1.33
C 5.5153 1.4651 0.4373 -0.056 0.213 -0.165 0.29
C 5.8013 0.1281 1.0646 0.052 -0.378 -0.111 0.99
O 5.8745 0.0801 2.2775 -0.037 0.167 0.091 -0.63
O 5.3548 2.4588 1.2963 0.021 -0.045 0.080 -0.59
O 6.0187 -1.8920 -1.9698 -0.043 0.255 -0.220 -0.61
H 6.1527 -1.9793 0.6557 0.007 -0.020 -0.033 0.48
H 5.2294 2.5763 -1.3525 -0.007 0.009 0.006 0.56
H 5.4680 2.0691 2.1842 0.014 -0.024 0.066 0.36
H 5.9348 -1.5352 -2.8736 0.086 -0.028 -0.058 0.11
C 7.8473 3.3230 -6.5598 -0.147 -0.099 -0.129 -1.39
C 9.1429 3.4471 -6.8731 -0.211 0.026 0.005 0.37
C 10.1759 2.4673 -6.3891 0.027 -0.255 0.209 1.03
O 11.3281 2.6470 -6.7396 0.035 0.139 -0.089 -0.63
C 9.7471 1.3765 -5.5371 0.111 0.041 -0.052 -0.78
C 8.4518 1.2478 -5.2105 0.196 -0.065 0.029 0.30
C 7.4086 2.2171 -5.7237 0.238 0.416 -0.375 1.07
O 6.2467 2.0294 -5.4214 0.441 -1.244 0.025 -0.48
O 8.0182 0.2683 -4.4327 -0.117 0.109 -0.024 -0.53
O 9.6194 4.4265 -7.6294 0.081 -0.015 -0.021 -0.60
H 7.0959 4.0187 -6.9081 0.195 -0.104 0.014 0.46
H 10.5021 0.6891 -5.1831 -0.029 -0.033 0.011 0.47
H 7.0592 0.3844 -4.2905 -0.146 0.044 -0.012 0.19
H 10.5803 4.2693 -7.6968 0.067 -0.018 -0.009 0.36
C 2.2257 4.3675 -4.3877 -0.246 0.300 0.020 -0.71
C 3.4670 3.9350 -4.6654 -0.162 -0.443 0.145 0.04
C 4.5549 4.8808 -5.1082 -0.021 0.440 -0.072 0.86
O 5.6572 4.4155 -5.3235 -0.447 0.851 0.324 -0.53
C 4.2281 6.2898 -5.2543 0.087 -0.061 -0.041 -1.18
C 2.9897 6.7168 -4.9739 0.228 0.091 -0.117 0.25
C 1.9096 5.7780 -4.5082 -0.055 -0.653 0.177 1.27
O 0.8192 6.2578 -4.2422 0.031 0.216 -0.048 -0.68
O 2.6164 7.9848 -5.0770 -0.086 0.020 0.024 -0.60
O 3.8267 2.6672 -4.5657 -0.305 0.572 0.121 -0.32
H 1.4404 3.6980 -4.0643 0.034 -0.047 -0.019 0.52
H 5.0106 6.9572 -5.5861 -0.007 0.031 0.009 0.47
H 1.6776 8.0108 -4.8118 -0.073 -0.012 0.034 0.36
H 4.7741 2.6140 -4.8034 0.264 -0.292 -0.179 0.35
```
Forces are in eV/Å.